The following is a quantum chemistry calculation of 2 unconnected molecules or ions with the total composition C11H19NSi at a distorted geometry, from OMol25.

Element x y z (Å)
C (4.396, -0.195, 0.332)
C (3.580, -0.793, -0.669)
C (3.741, 0.659, 1.198)
C (2.235, -0.473, -0.733)
C (2.372, 0.878, 1.192)
C (1.685, 0.348, 0.209)
C (-0.835, 1.231, -2.293)
C (-0.557, -2.663, 0.356)
C (-3.165, 2.229, 1.100)
C (-1.746, 0.021, -1.676)
C (-1.603, -1.903, 1.131)
N (-2.647, 0.918, 1.227)
Si (-1.636, -0.026, 0.198)
H (5.404, -0.486, 0.147)
H (4.057, -1.552, -1.314)
H (4.267, 1.328, 1.896)
H (1.625, -0.815, -1.544)
H (2.033, 1.521, 1.982)
H (-1.306, 2.159, -1.981)
H (0.062, 1.353, -1.773)
H (-0.749, 1.162, -3.382)
H (-0.491, -2.150, -0.630)
H (0.409, -2.673, 0.875)
H (-0.738, -3.797, 0.243)
H (-3.217, 2.526, 0.099)
H (-4.162, 2.229, 1.508)
H (-2.525, 3.075, 1.415)
H (-1.279, -0.857, -2.062)
H (-2.728, 0.140, -2.162)
H (-1.589, -1.965, 2.161)
H (-2.532, -2.187, 0.742)
H (-2.363, 0.760, 2.208)

Energy, Eh: -774.6156
Frontier orbital gap (alpha / beta), hartree: 0.2763 / 0.2422
LUMO (alpha / beta), eV: 0.22 / 0.19
Charge: 0

natural (NBO) population analysis, charges in e, atoms 1 to 4: C -0.261; C -0.200; C -0.201; C -0.328